Below is a 2-piece molecular cluster, C2H9N2O overall, with properties calculated with ωB97M-V/def2-TZVPD.

* ΔE to the lowest compared entry with this formula, charge and spin: 43.9 kJ/mol
* molar mass: 77.107 g mol⁻¹

ORCA input file:
```
! wB97M-V def2-TZVPD RIJCOSX def2/J DEFGRID3
* xyz -1 1
C 2.170 -1.000 0.295
N 1.673 -0.528 -0.998
H 1.369 -1.327 0.970
H 2.680 -0.178 0.790
H 2.889 -1.808 0.162
H 1.200 -1.305 -1.443
H 0.918 0.147 -0.762
N -2.176 0.015 0.029
C -1.441 1.310 0.239
O -0.122 1.187 0.273
H -2.884 -0.181 0.722
H -2.613 -0.047 -0.884
H -1.798 1.991 -0.577
H -1.867 1.723 1.187
*
```

Charges computed using natural (NBO), reported in e: atom 1 (C): -0.404, atom 2 (N): -0.890, atom 3 (H): 0.170, atom 4 (H): 0.181, atom 5 (H): 0.147, atom 6 (H): 0.316, atom 7 (H): 0.430, atom 8 (N): -0.913, atom 9 (C): 0.144, atom 10 (O): -0.932, atom 11 (H): 0.327, atom 12 (H): 0.327, atom 13 (H): 0.046, atom 14 (H): 0.051